{"formula": "C6H12N2OPYb", "method": "wB97M-V/def2-TZVPD", "e_lumo_ev": [0.2, 0.0], "de_lowest_ev": 4.256, "s_squared": 0.755, "homo_energy_ev": [-3.1, -6.6], "multiplicity": 2, "e_tot_ev": -52256.6185, "symbols": ["Yb", "P", "O", "N", "N", "C", "C", "C", "C", "C", "C", "H", "H", "H", "H", "H", "H", "H", "H", "H", "H", "H", "H"], "coordinates": [[0.000, 0.000, -0.693], [-0.053, -2.178, -0.309], [0.000, 0.000, 1.307], [-1.175, 0.012, 3.249], [1.175, -0.013, 3.249], [1.051, 1.646, -1.904], [-0.324, 2.017, -1.596], [0.000, 0.000, 2.578], [1.009, 0.481, -2.700], [-0.391, 0.127, -2.888], [-1.212, 1.132, -2.286], [-1.089, -3.005, -0.851], [-0.750, -0.711, -3.490], [1.017, -3.037, -0.720], [-0.622, 2.898, -1.023], [2.068, -0.022, 2.735], [-1.195, 0.012, 4.280], [1.945, 2.174, -1.570], [1.865, -0.064, -3.100], [-2.068, 0.021, 2.735], [1.195, -0.013, 4.280], [-0.144, -2.664, 1.029], [-2.300, 1.187, -2.310]], "mulliken_charge": [-0.0864, 0.0711, -0.3854, -0.5125, -0.4430, -0.4696, -0.4954, 0.7347, -0.4475, -0.5129, -0.3556, 0.0230, 0.4274, -0.0219, 0.3950, 0.2214, 0.2574, 0.3946, 0.3673, 0.2489, 0.2396, 0.0010, 0.3490]}


{"formula": "C6H12N2P", "method": "wB97M-V/def2-TZVPD", "e_lumo_ev": -3.4, "de_lowest_ev": 1.370, "total_charge": 1, "homo_energy_ev": -13.1, "multiplicity": 1, "smiles": "Cc1pn(C)c(C)[n+]1C", "e_tot_ev": -18677.5219, "symbols": ["P", "N", "N", "C", "C", "C", "C", "C", "C", "H", "H", "H", "H", "H", "H", "H", "H", "H", "H", "H", "H"], "coordinates": [[-1.817, -1.193, -0.154], [-0.030, 0.754, -0.127], [-0.180, -1.455, -0.124], [0.569, 2.067, -0.178], [-1.615, 0.524, -0.001], [0.632, -0.395, -0.138], [-2.582, 1.678, 0.085], [0.328, -2.808, -0.001], [2.139, -0.518, 0.043], [2.360, -1.176, 1.048], [-0.175, 2.858, 0.277], [0.973, 2.215, -1.145], [-2.757, 1.840, 1.075], [-2.089, 2.497, -0.448], [2.528, 0.371, 0.287], [-0.493, -3.304, 0.389], [1.122, -2.910, 0.783], [1.543, 2.284, 0.479], [0.510, -3.417, -0.979], [-3.427, 1.236, -0.349], [2.461, -1.147, -0.823]], "mulliken_charge": [-0.1055, 0.0148, 0.1569, -0.9948, 0.5053, 0.5723, -1.2032, -0.9180, -1.2801, 0.3053, 0.3265, 0.4029, 0.3307, 0.3801, 0.4206, 0.3914, 0.3542, 0.2937, 0.2749, 0.4193, 0.3525]}


{"formula": "C6H12N2P2", "method": "wB97M-V/def2-TZVPD", "e_lumo_ev": 0.7, "de_lowest_ev": 1.645, "homo_energy_ev": -7.7, "multiplicity": 1, "smiles": "C1=NP2CCCN2PCC1", "e_tot_ev": -27970.8593, "symbols": ["P", "P", "N", "N", "C", "C", "C", "C", "C", "C", "H", "H", "H", "H", "H", "H", "H", "H", "H", "H", "H", "H"], "coordinates": [[1.049, -0.303, 1.206], [0.920, 1.399, -1.728], [0.855, -2.046, 1.053], [0.131, 0.754, -0.121], [-0.686, 1.559, 2.000], [-0.428, 0.070, 2.243], [0.578, -1.608, -1.503], [-0.909, 1.577, 0.487], [1.561, -0.421, -1.865], [0.804, -2.410, -0.177], [0.824, -3.592, -0.430], [-0.806, 2.616, -0.088], [0.134, 2.200, 2.028], [2.455, -0.277, -1.161], [-0.537, -1.134, -1.290], [-1.775, 1.052, 0.208], [-0.117, -0.227, 3.364], [-1.274, -0.649, 1.808], [-1.551, 2.062, 2.411], [1.778, -0.685, -2.829], [0.618, -2.371, -2.186], [-0.184, 1.247, -2.544]], "mulliken_charge": [0.0062, -0.0609, -0.5086, 0.0048, -0.7341, -0.5121, -0.4991, -0.7065, -0.9001, 0.1079, 0.2508, 0.3312, 0.3624, 0.3851, 0.1818, 0.3325, 0.3298, 0.2990, 0.3370, 0.4936, 0.4850, 0.0142]}


{"formula": "C6H12N2S", "method": "wB97M-V/def2-TZVPD", "e_lumo_ev": [0.1, 0.0], "de_lowest_ev": 4.499, "homo_energy_ev": [-7.2, -7.5], "multiplicity": 1, "e_tot_ev": -20227.6659, "symbols": ["S", "N", "N", "C", "C", "C", "C", "C", "C", "H", "H", "H", "H", "H", "H", "H", "H", "H", "H", "H", "H"], "coordinates": [[1.702, 0.810, 0.478], [0.306, -1.814, 2.410], [3.170, 1.067, -0.025], [-1.354, 0.638, -0.219], [-2.456, -1.458, 0.209], [0.915, 1.238, -1.018], [-2.221, -0.013, 0.492], [1.768, 1.661, -2.125], [-0.551, 1.214, -1.081], [2.026, 0.732, -2.656], [-3.455, -1.663, -0.274], [-2.571, 0.339, 1.370], [1.113, 2.272, -2.786], [-0.356, -1.837, 1.682], [3.836, 1.086, 0.742], [-2.511, -2.083, 1.151], [-0.375, -1.855, 3.197], [0.905, -2.526, 2.528], [-0.921, 1.820, -1.967], [2.654, 2.136, -1.718], [-1.624, -1.763, -0.392]], "mulliken_charge": [0.2158, -0.5872, -0.6193, -0.0011, -1.1413, 0.7097, -0.3563, -1.1673, -0.4782, 0.2460, 0.3199, 0.4299, 0.3322, 0.1537, 0.2295, 0.2792, 0.2460, 0.2024, 0.1848, 0.4339, 0.3678]}


{"formula": "C6H12N2S", "method": "wB97M-V/def2-TZVPD", "e_lumo_ev": 0.9, "de_lowest_ev": 1.891, "homo_energy_ev": -7.9, "multiplicity": 1, "smiles": "Cc1c[nH]cn1.CSC", "e_tot_ev": -20230.2741, "symbols": ["S", "N", "N", "C", "C", "C", "C", "C", "C", "H", "H", "H", "H", "H", "H", "H", "H", "H", "H", "H", "H"], "coordinates": [[1.680, 0.729, -0.861], [-1.224, -2.607, 1.414], [0.238, -0.856, 1.503], [0.092, -2.188, 1.349], [0.396, 0.804, -2.201], [3.023, 1.506, -1.732], [-1.925, -1.438, 1.622], [-1.654, 0.917, 1.512], [-1.072, -0.368, 1.582], [2.494, 2.232, -2.533], [3.565, 0.673, -2.065], [-0.229, -0.096, -2.064], [0.938, -2.860, 1.265], [-2.969, -1.398, 1.580], [3.421, 2.024, -0.873], [-0.205, 1.707, -1.972], [-1.072, 1.671, 1.915], [-1.668, -3.450, 1.335], [-2.684, 0.955, 2.057], [0.814, 0.864, -3.248], [-1.962, 1.179, 0.415]], "mulliken_charge": [0.0512, -0.0295, -0.4809, -0.2853, -0.8625, -0.8392, -0.5842, -1.1946, 0.7481, 0.2241, 0.2794, 0.2659, 0.4209, 0.4053, 0.2984, 0.2348, 0.3706, 0.1129, 0.3252, 0.3586, 0.1807]}


{"formula": "C6H12N2S3", "method": "wB97M-V/def2-TZVPD", "e_lumo_ev": [-0.9, -0.9], "de_lowest_ev": 3.712, "homo_energy_ev": [-6.4, -6.4], "multiplicity": 1, "e_tot_ev": -41898.2653, "symbols": ["S", "S", "S", "N", "N", "C", "C", "C", "C", "C", "C", "H", "H", "H", "H", "H", "H", "H", "H", "H", "H", "H", "H"], "coordinates": [[-1.460, -0.028, -1.502], [-3.834, 2.805, -1.474], [-0.895, 3.387, -0.902], [-2.362, 2.249, 0.835], [-1.225, 2.421, 1.440], [2.584, -2.115, 1.221], [0.429, -1.592, -0.078], [-2.347, 2.661, -0.476], [0.240, -0.708, -1.299], [-0.379, 2.964, 0.673], [1.877, -2.253, -0.085], [0.553, -1.461, -2.218], [2.132, -2.908, 1.908], [0.904, 0.092, -1.305], [2.539, -1.060, 1.526], [-3.066, 1.764, 1.372], [-4.353, 1.760, -0.970], [2.533, -1.963, -0.923], [3.680, -2.321, 1.159], [0.704, 3.104, 0.992], [1.800, -3.325, -0.481], [-0.310, -2.379, -0.238], [0.255, -1.094, 0.823]], "mulliken_charge": [-0.3972, -0.1182, 0.0281, 0.3682, -0.6015, -1.1361, -0.5840, 0.1844, -0.8349, -0.0207, -0.4388, 0.2292, 0.2411, 0.3359, 0.3176, 0.2312, 0.1425, 0.3961, 0.3288, 0.3801, 0.3072, 0.2111, 0.4300]}


{"formula": "C6H12N3", "method": "wB97M-V/def2-TZVPD", "e_lumo_ev": -5.2, "de_lowest_ev": 4.036, "total_charge": 1, "homo_energy_ev": -14.0, "multiplicity": 1, "e_tot_ev": -10877.2812, "symbols": ["N", "N", "N", "C", "C", "C", "C", "C", "C", "H", "H", "H", "H", "H", "H", "H", "H", "H", "H", "H", "H"], "coordinates": [[0.319, -1.001, 3.196], [0.327, -0.301, 1.055], [0.063, -1.312, 1.936], [0.801, 0.209, 3.154], [1.044, 0.489, -1.721], [0.792, 0.690, 1.785], [-0.308, 0.068, -1.250], [-1.273, 1.148, -1.107], [-0.752, -1.326, -1.395], [0.101, -1.946, -1.269], [1.059, 0.715, 4.000], [1.417, 1.278, -1.045], [-1.517, -1.525, -0.518], [-1.295, -1.432, -2.367], [1.202, 1.593, 1.469], [-2.272, 0.837, -1.101], [1.790, -0.221, -1.684], [-0.984, 1.774, -1.882], [0.696, 0.882, -2.768], [-0.088, -2.326, 1.630], [-1.123, 1.707, -0.117]], "mulliken_charge": [-0.5889, 0.1191, -0.0360, -0.4596, -1.1090, -0.2162, 1.2493, -1.0470, -1.4118, 0.3905, 0.4879, 0.3344, 0.3544, 0.3722, 0.4205, 0.4244, 0.4167, 0.3649, 0.3373, 0.2894, 0.3074]}


{"formula": "C6H12N3", "method": "wB97M-V/def2-TZVPD", "e_lumo_ev": -4.4, "de_lowest_ev": 1.959, "total_charge": 1, "homo_energy_ev": -14.0, "multiplicity": 1, "e_tot_ev": -10879.3586, "symbols": ["N", "N", "N", "C", "C", "C", "C", "C", "C", "H", "H", "H", "H", "H", "H", "H", "H", "H", "H", "H", "H"], "coordinates": [[-1.884, -1.385, -0.046], [-3.233, 0.553, -0.172], [0.524, -1.788, 0.314], [-0.943, 0.835, 0.214], [-2.076, -0.089, -0.048], [1.316, 1.842, 0.227], [0.404, 0.575, 0.167], [1.082, -0.710, 0.039], [2.518, -0.801, -0.393], [2.069, 1.914, 0.940], [2.790, 0.141, -0.804], [0.662, 2.766, 0.376], [1.177, -2.679, 0.284], [-4.044, 0.015, -0.203], [3.080, -0.872, 0.559], [1.623, 1.857, -0.788], [-0.831, -1.709, 0.165], [2.854, -1.714, -0.782], [-3.423, 1.528, 0.076], [-2.494, -2.208, -0.068], [-1.171, 1.930, -0.057]], "mulliken_charge": [-0.3587, -0.3708, -0.5028, -0.6234, 0.5337, -1.7976, 0.8226, 0.8534, -1.5759, 0.3847, 0.3258, 0.3417, 0.2384, 0.2293, 0.4168, 0.5436, 0.3804, 0.4922, 0.2389, 0.2342, 0.1933]}


{"formula": "C6H12N3", "method": "wB97M-V/def2-TZVPD", "e_lumo_ev": -3.5, "de_lowest_ev": 3.024, "total_charge": 1, "homo_energy_ev": -13.9, "multiplicity": 1, "smiles": "C=[N+]=C(C)/N=C(/C)CN", "e_tot_ev": -10878.2934, "symbols": ["N", "N", "N", "C", "C", "C", "C", "C", "C", "H", "H", "H", "H", "H", "H", "H", "H", "H", "H", "H", "H"], "coordinates": [[1.338, -0.477, -0.197], [0.262, 2.009, 0.260], [-1.071, 0.174, 0.135], [-2.074, -1.118, -1.572], [-0.015, 0.833, 0.767], [0.130, 0.577, 2.212], [0.508, -0.841, -1.296], [-0.969, -0.528, -0.868], [0.950, 2.931, -0.229], [-0.014, -0.454, 2.107], [-2.839, -1.469, -0.911], [-1.610, -1.967, -2.087], [-2.426, -0.380, -2.331], [0.610, -1.822, -1.672], [1.617, -1.345, 0.234], [-0.803, 1.070, 2.719], [2.083, 0.095, -0.368], [0.639, -0.195, -2.189], [0.988, 0.815, 2.763], [2.017, 2.844, -0.567], [0.553, 3.959, -0.384]], "mulliken_charge": [-0.3897, -0.1294, -0.4108, -1.1616, 0.6302, -1.1354, -0.6846, 0.6902, -0.1994, 0.3473, 0.3713, 0.3333, 0.2884, 0.5240, 0.2746, 0.2982, 0.2210, 0.2706, 0.3740, 0.2228, 0.2651]}


{"formula": "C6H12N3O", "method": "wB97M-V/def2-TZVPD", "e_lumo_ev": -3.4, "de_lowest_ev": 4.298, "total_charge": 1, "homo_energy_ev": -13.7, "multiplicity": 1, "e_tot_ev": -12925.2197, "symbols": ["O", "N", "N", "N", "C", "C", "C", "C", "C", "C", "H", "H", "H", "H", "H", "H", "H", "H", "H", "H", "H", "H"], "coordinates": [[2.846, 0.602, -0.508], [0.148, -0.976, 0.178], [4.861, 0.032, 0.039], [3.970, -0.932, 0.341], [2.740, -0.528, -0.017], [-3.008, 0.384, 1.150], [-0.794, -0.123, 0.259], [-2.276, -0.272, 0.030], [-2.539, 0.460, -1.313], [4.132, 0.952, -0.465], [-0.042, -1.947, 0.397], [4.153, -1.742, 0.869], [-1.841, 0.173, -2.085], [-2.266, 1.552, -1.124], [1.643, -0.901, 0.138], [-3.573, 0.290, -1.596], [-3.933, 0.649, 0.750], [4.423, 1.837, -0.871], [-2.563, -1.374, 0.061], [-2.483, 1.227, 1.446], [-3.119, -0.283, 2.044], [-0.478, 0.921, 0.276]], "mulliken_charge": [-0.1528, -0.5723, -0.4818, 0.2131, 0.6629, -1.4194, -0.2330, 0.5644, -1.2707, 0.0100, 0.2080, 0.2307, 0.3909, 0.3060, -0.0590, 0.3639, 0.3945, 0.4775, 0.2671, 0.4065, 0.3448, 0.3488]}


{"formula": "C6H12N3O", "method": "wB97M-V/def2-TZVPD", "e_lumo_ev": [-2.8, -8.3], "de_lowest_ev": 1.879, "total_charge": 1, "s_squared": 2.012, "homo_energy_ev": [-11.4, -13.8], "multiplicity": 3, "e_tot_ev": -12922.5749, "symbols": ["O", "N", "N", "N", "C", "C", "C", "C", "C", "C", "H", "H", "H", "H", "H", "H", "H", "H", "H", "H", "H", "H"], "coordinates": [[2.595, -0.134, 0.270], [-3.108, -0.221, -0.874], [-3.167, 0.822, -0.059], [0.967, 2.172, -1.011], [-1.117, 0.009, 0.143], [1.432, -2.275, 0.731], [1.295, -0.860, 0.090], [-1.930, -0.814, -0.793], [0.183, -0.026, 0.631], [-2.067, 1.060, 0.527], [0.351, 0.646, 1.448], [-1.535, -1.512, -1.569], [2.023, -2.171, 1.710], [-1.981, 1.822, 1.327], [1.808, 1.742, -0.954], [1.353, -1.025, -0.992], [3.027, -0.382, 1.093], [-3.937, 1.426, -0.157], [0.518, 2.356, -1.995], [0.464, -2.753, 0.859], [0.778, 2.942, -0.407], [2.047, -2.825, -0.019]], "mulliken_charge": [-0.5582, -0.6641, 0.3404, -0.4203, 1.0752, -1.0914, 0.1639, -0.2425, -0.9305, -0.6400, 0.3731, 0.3966, 0.3213, 0.4064, 0.2281, 0.4191, 0.3329, 0.2382, 0.2992, 0.3435, 0.2693, 0.3400]}


{"formula": "C6H12N3O3P", "method": "wB97M-V/def2-TZVPD", "e_lumo_ev": 0.6, "de_lowest_ev": 2.702, "homo_energy_ev": -10.1, "multiplicity": 1, "smiles": "CCOP(=O)(OCC)n1cncn1", "e_tot_ev": -26317.2088, "symbols": ["P", "O", "O", "O", "N", "N", "N", "C", "C", "C", "C", "C", "C", "H", "H", "H", "H", "H", "H", "H", "H", "H", "H", "H", "H"], "coordinates": [[0.553, -0.708, 0.329], [0.126, -0.399, -1.166], [1.382, -1.904, 0.590], [1.466, 1.044, 0.930], [-2.389, -0.726, 2.741], [-2.104, -0.565, 0.465], [-0.932, -0.667, 1.098], [-0.256, -2.435, -2.459], [-2.914, -0.626, 1.463], [0.958, 2.180, 0.246], [1.587, 3.366, 0.969], [0.655, -1.319, -2.297], [-1.103, -0.637, 2.434], [-0.158, 2.101, 0.245], [-4.001, -0.686, 1.331], [1.321, 3.304, 2.026], [1.516, -1.708, -1.814], [0.883, -0.638, -3.085], [2.640, 3.404, 0.885], [-0.611, -2.906, -1.648], [-0.318, -0.544, 3.048], [0.206, -3.203, -2.995], [1.193, 2.254, -0.784], [-1.148, -2.227, -3.007], [1.446, 4.242, 0.454]], "mulliken_charge": [0.6875, -0.3221, -0.6533, -0.5045, -0.5649, -0.5925, 0.7317, -1.2798, -0.1580, 0.0767, -1.4125, -0.2626, -0.1188, 0.2739, 0.4038, 0.2929, 0.3488, 0.3196, 0.3571, 0.4103, 0.5052, 0.4179, 0.2193, 0.3612, 0.4632]}